Record 1
66
Properties=species:S:1:pos:R:3 method="wB97M-V/def2-TZVPD" mol_weight_g_mol=911.2 fmax_ev_per_a=1.2 e_lumo_ev=4.0329 relative_energy_kj_mol=69.72 energy_ha=-5401.47806 gap_ha=0.20829 spin_multiplicity=1 homo_energy_ev=-1.63 total_charge=-2
Au 0.93 1.86 -1.20
F 4.69 -3.99 4.79
C 4.17 -4.50 3.65
F 5.20 -5.03 2.96
F 3.40 -5.56 4.05
C 3.39 -3.50 2.87
C 2.64 -2.54 3.53
C 1.89 -1.63 2.82
C 1.84 -1.65 1.41
C 2.63 -2.62 0.77
C 3.39 -3.54 1.48
P 1.24 -0.19 0.38
C 0.61 -1.24 -1.00
C -0.43 -2.16 -0.91
C -0.73 -3.00 -1.98
C 0.04 -2.94 -3.13
C 1.07 -2.01 -3.24
C 1.34 -1.16 -2.19
C -0.27 -3.86 -4.27
F -1.23 -3.37 -5.09
F -0.72 -5.06 -3.84
F 0.81 -4.10 -5.04
C -0.13 0.29 1.52
C -0.13 1.61 1.99
C -1.06 2.03 2.92
C -2.02 1.14 3.39
C -2.02 -0.18 2.96
C -1.06 -0.60 2.05
C -3.01 1.61 4.40
F -2.43 1.88 5.60
F -3.98 0.71 4.65
F -3.62 2.76 4.03
H 2.64 -2.52 4.62
H 1.31 -0.89 3.36
H 2.64 -2.66 -0.31
H 3.98 -4.28 0.96
H -1.02 -2.23 -0.01
H -1.54 -3.71 -1.91
H 1.66 -1.96 -4.15
H 2.12 -0.41 -2.28
H 0.61 2.30 1.59
H -1.04 3.05 3.29
H -2.75 -0.87 3.35
H -1.04 -1.64 1.76
C -1.72 4.32 -0.49
Ge -2.21 2.82 -1.69
C -4.06 2.31 -1.11
C -2.32 3.49 -3.54
C -1.02 1.28 -1.55
H -2.38 5.18 -0.63
H -0.69 4.64 -0.70
H -1.78 4.00 0.55
H -4.76 3.13 -1.26
H -4.05 2.04 -0.05
H -4.42 1.45 -1.68
H -2.91 4.40 -3.60
H -2.77 2.74 -4.19
H -1.32 3.70 -3.92
H -1.06 0.73 -2.50
H -1.41 0.61 -0.78
S 1.15 4.07 -5.52
C 1.33 2.97 -4.33
N 1.47 2.17 -3.49
S 4.78 4.22 0.50
C 3.53 3.37 -0.09
N 2.64 2.74 -0.51

Record 2
61
Properties=species:S:1:pos:R:3 method="wB97M-V/def2-TZVPD" mol_weight_g_mol=710.7 fmax_ev_per_a=1.2 s2=6.060 e_lumo_ev="-8.8894 / -11.1832" energy_ha=-5129.15574 gap_ha="0.26926 / 0.18320" spin_multiplicity=5 homo_energy_ev="-16.22 / -16.17" total_charge=+3
Pd -1.51 -0.07 0.45
C -1.94 0.02 3.69
O -0.89 0.04 2.70
C 0.41 0.04 3.16
C 0.75 0.06 4.50
C 2.09 0.02 4.87
Br 2.55 -0.03 6.71
C 3.09 0.00 3.91
C 2.76 0.02 2.55
C 1.41 0.00 2.17
O 0.99 -0.10 0.85
C 3.87 0.06 1.61
N 5.09 -0.35 1.94
C 5.88 -0.14 0.89
C 7.26 -0.41 0.70
C 7.79 -0.20 -0.54
C 7.01 0.33 -1.59
C 5.65 0.63 -1.42
C 5.11 0.42 -0.18
N 3.81 0.50 0.32
H -1.90 0.91 4.31
H -1.87 -0.88 4.30
H -2.87 0.00 3.13
H 0.00 0.07 5.27
H 4.13 -0.04 4.19
H 1.62 -0.65 0.37
H 7.86 -0.74 1.53
H 8.83 -0.41 -0.73
H 7.47 0.52 -2.55
H 5.05 0.98 -2.26
H 3.08 1.05 -0.10
Cl -4.45 -4.24 -0.18
C -3.78 -3.28 -1.41
C -4.01 -3.58 -2.75
C -3.46 -2.83 -3.77
Cl -3.81 -3.22 -5.38
C -2.58 -1.73 -3.48
C -1.92 -0.96 -4.45
C -1.09 0.07 -4.05
C -0.94 0.33 -2.69
N -1.56 -0.37 -1.76
C -2.36 -1.40 -2.13
C -2.97 -2.15 -1.04
O -2.78 -1.82 0.16
H -4.64 -4.42 -2.99
H -2.06 -1.17 -5.50
H -0.56 0.67 -4.77
H -0.31 1.15 -2.35
C -3.78 2.73 -1.35
C -4.57 1.46 -0.97
C -4.28 1.35 0.52
O -2.88 1.71 0.64
C -2.65 2.79 -0.31
H -4.41 3.61 -1.26
H -3.39 2.69 -2.36
H -4.17 0.59 -1.49
H -5.63 1.55 -1.18
H -4.41 0.36 0.95
H -4.87 2.08 1.09
H -1.65 2.65 -0.73
H -2.65 3.73 0.25

Record 3
57
Properties=species:S:1:pos:R:3 method="wB97M-V/def2-TZVPD" mol_weight_g_mol=490.5 fmax_ev_per_a=0.5 e_lumo_ev="-6.7443 / -6.7525" relative_energy_kj_mol=2.00 energy_ha=-2753.56630 gap_ha="0.27538 / 0.27505" spin_multiplicity=1 homo_energy_ev="-14.24 / -14.24" total_charge=+2
Co 0.32 0.64 0.16
C 1.93 3.04 -0.37
N 0.65 2.73 0.30
C 0.54 3.09 1.73
C -0.38 2.09 2.36
N -0.49 0.85 1.89
C -1.39 0.19 2.74
C -1.85 -1.13 2.76
C -2.72 -1.48 3.77
C -3.11 -0.56 4.76
C -2.65 0.74 4.77
C -1.78 1.08 3.74
N -1.12 2.28 3.46
C 2.23 1.92 -1.32
N 1.60 0.76 -1.26
C 2.18 -0.05 -2.26
C 1.92 -1.36 -2.66
C 2.68 -1.87 -3.69
C 3.68 -1.11 -4.32
C 3.95 0.19 -3.93
C 3.17 0.69 -2.89
N 3.18 1.94 -2.27
H 2.72 3.10 0.39
H 1.91 4.00 -0.89
H -0.10 3.19 -0.21
H 0.19 4.11 1.88
H 1.53 3.01 2.18
H -1.54 -1.85 2.02
H -3.09 -2.49 3.82
H -3.79 -0.88 5.54
H -2.94 1.44 5.53
H -1.16 3.12 4.01
H 1.16 -1.96 -2.18
H 2.51 -2.88 -4.03
H 4.25 -1.55 -5.12
H 4.72 0.78 -4.41
H 3.79 2.71 -2.48
C -3.18 1.03 -2.06
C -3.54 -0.29 -2.25
C -2.76 -1.30 -1.72
C -1.61 -0.96 -1.01
N -1.27 0.33 -0.83
C -2.03 1.30 -1.35
C -0.67 -1.88 -0.37
C -0.75 -3.27 -0.37
C 0.23 -4.00 0.29
C 1.28 -3.34 0.93
C 1.36 -1.95 0.93
C 0.38 -1.24 0.27
H -3.77 1.85 -2.46
H -4.44 -0.54 -2.81
H -3.02 -2.34 -1.85
H -1.71 2.32 -1.19
H -1.56 -3.79 -0.86
H 0.18 -5.08 0.30
H 2.04 -3.92 1.44
H 2.18 -1.46 1.43

Record 4
65
Properties=species:S:1:pos:R:3 method="wB97M-V/def2-TZVPD" mol_weight_g_mol=703.8 fmax_ev_per_a=2.6 s2=3.797 e_lumo_ev="4.3142 / 4.3141" relative_energy_kj_mol=41.63 energy_ha=-4755.45262 gap_ha="0.21280 / 0.21835" spin_multiplicity=4 homo_energy_ev="-1.48 / -1.63" total_charge=-2
Cr 0.19 -1.07 -0.82
O -1.02 -1.67 3.34
S -0.35 -2.18 2.14
O 1.01 -2.54 2.27
O -0.66 -1.25 1.00
C -1.29 -3.69 1.69
C -2.45 -3.93 2.38
C -3.17 -5.11 2.19
C -2.67 -6.08 1.34
C -1.52 -5.82 0.62
C -0.84 -4.61 0.77
S 0.53 -4.38 -0.36
O 1.77 -4.46 0.39
O 0.36 -5.44 -1.33
O 0.28 -3.10 -1.01
H -2.82 -3.17 3.03
H -4.14 -5.28 2.63
H -3.26 -6.95 1.23
H -1.13 -6.46 -0.17
S 1.39 -0.54 -2.87
C 0.09 0.00 -3.92
C 0.46 0.58 -5.13
C -0.49 0.95 -6.08
C -1.85 0.77 -5.77
C -2.23 0.15 -4.62
C -1.28 -0.27 -3.67
S -1.80 -1.04 -2.18
H 1.52 0.65 -5.40
H -0.20 1.30 -7.03
H -2.60 1.04 -6.49
H -3.28 -0.02 -4.50
C 4.07 -0.86 0.82
C 2.83 -0.35 0.19
O 1.96 -1.18 -0.06
C 2.56 1.05 -0.09
C 3.68 1.92 -0.13
C 3.59 3.26 -0.43
C 2.31 3.78 -0.61
C 1.21 2.96 -0.54
C 1.27 1.58 -0.33
O 0.23 0.84 -0.48
H 3.89 -1.92 1.08
H 4.46 -0.28 1.66
H 4.86 -0.83 0.03
H 4.66 1.46 0.07
H 4.49 3.85 -0.46
H 2.23 4.81 -0.84
H 0.26 3.44 -0.77
C -2.76 2.40 0.21
S -3.06 3.28 1.70
O -3.12 4.69 1.25
C -1.42 3.13 2.44
C -0.81 1.90 2.50
C 0.44 1.81 3.05
C 1.07 2.94 3.61
C 0.42 4.16 3.59
C -0.82 4.29 2.96
H -1.90 2.76 -0.33
H -3.70 2.56 -0.34
H -2.57 1.34 0.49
H -1.21 0.97 2.04
H 0.89 0.82 3.08
H 1.99 2.88 4.12
H 0.89 5.04 3.99
H -1.43 5.15 2.85